[1]
The following is a DFT calculation (ωB97M-V/def2-TZVPD) of a 2-piece molecular cluster, C8H12N4 overall in a non-equilibrium geometry.

Results
HOMO (alpha / beta)	1.046 / -4.778	eV
energy relative to the best compared isomer or geometry (same formula, charge and spin)	238.0	kJ/mol
F_max	8.1	eV Å⁻¹

The geometry in ORCA input format:
```
! RIJCOSX wB97M-V def2-TZVPD def2/J DEFGRID3
* xyz -1 2
C -1.619 0.565 2.502
C -2.311 -0.925 0.462
C -1.868 0.335 1.049
C -2.018 0.680 -1.153
N -2.275 -0.626 -0.913
N -1.625 1.188 -0.029
H -2.847 -1.567 0.987
H -2.636 -1.193 -1.546
H -0.453 0.358 2.812
H -2.219 0.030 3.125
H -2.011 1.305 -2.005
H -1.729 1.741 2.739
C 3.214 1.284 -1.397
C 2.306 0.296 -0.818
C 0.917 -1.391 -0.343
C 2.259 0.056 0.590
N 1.393 -0.616 -1.334
N 1.419 -1.069 0.892
H 0.116 -2.120 -0.491
H 2.558 2.135 -1.703
H 3.881 0.894 -2.107
H 1.185 -1.444 1.754
H 2.571 0.594 1.441
H 3.922 1.716 -0.668
*
```

Mulliken atomic charges, in units of e: atom 1 (C): -2.20, atom 2 (C): -2.01, atom 3 (C): 1.89, atom 4 (C): -0.10, atom 5 (N): 0.35, atom 6 (N): -0.86, atom 7 (H): 0.59, atom 8 (H): 0.16, atom 9 (H): 0.33, atom 10 (H): 0.62, atom 11 (H): 0.38, atom 12 (H): 0.20, atom 13 (C): -1.18, atom 14 (C): 0.78, atom 15 (C): -1.30, atom 16 (C): -0.80, atom 17 (N): -0.67, atom 18 (N): 0.09, atom 19 (H): 0.77, atom 20 (H): 0.25, atom 21 (H): 0.34, atom 22 (H): 0.65, atom 23 (H): 0.42, atom 24 (H): 0.30


[2]
The following is a DFT calculation (ωB97M-V/def2-TZVPD) of C7H12N2O2S as an isolated structure in a non-equilibrium geometry.

Results
HOMO	-7.854	eV
energy relative to the best compared isomer or geometry (same formula, charge and spin)	931.3	kJ/mol
F_max	6.3	eV Å⁻¹

The geometry in ORCA input format:
```
! RIJCOSX wB97M-V def2-TZVPD def2/J DEFGRID3
* xyz 0 1
C 3.561 1.095 0.181
C 1.253 -0.279 -0.279
C -0.647 0.740 -0.241
C -1.424 2.129 -0.241
C -0.957 -0.570 -0.077
C -2.152 -1.271 0.394
C 0.219 -2.624 0.109
H 2.647 1.632 1.046
H 4.699 0.975 0.844
H 3.510 1.509 -0.995
H -1.191 2.579 -1.319
H -2.593 2.236 -0.031
H 0.035 3.162 -0.201
H -1.838 -2.255 0.054
H -2.182 -1.188 1.472
H -3.105 -0.200 -1.032
H 0.697 -3.032 -1.060
H -0.938 -3.270 0.347
H 0.924 -2.712 1.338
N 0.685 0.903 -0.486
N 0.196 -1.190 -0.005
O -0.811 3.016 0.556
O -3.442 -0.717 -0.234
S 2.855 -0.668 -0.138
*
```

Mulliken atomic charges, in units of e: atom 1 (C): -0.72, atom 2 (C): 0.09, atom 3 (C): 1.07, atom 4 (C): -0.82, atom 5 (C): -0.13, atom 6 (C): -0.54, atom 7 (C): -0.88, atom 8 (H): 0.23, atom 9 (H): 0.31, atom 10 (H): 0.26, atom 11 (H): 0.29, atom 12 (H): 0.29, atom 13 (H): 0.44, atom 14 (H): 0.15, atom 15 (H): 0.35, atom 16 (H): 0.34, atom 17 (H): 0.26, atom 18 (H): 0.39, atom 19 (H): 0.29, atom 20 (N): -0.61, atom 21 (N): 0.13, atom 22 (O): -0.52, atom 23 (O): -0.54, atom 24 (S): -0.15


[3]
The following is a DFT calculation (ωB97M-V/def2-TZVPD) of one molecule with the formula C3H5NO2 in a non-equilibrium geometry.

Results
HOMO	-10.251	eV
energy relative to the best compared isomer or geometry (same formula, charge and spin)	12.0	kJ/mol
F_max	1.4	eV Å⁻¹

The geometry in ORCA input format:
```
! RIJCOSX wB97M-V def2-TZVPD def2/J DEFGRID3
* xyz 0 1
C 1.033 1.017 -0.952
C 0.542 -0.262 -0.316
O 1.077 -1.343 -0.446
N -0.614 -0.101 0.458
C -1.260 -1.112 1.128
O -2.258 -0.860 1.767
H 0.266 1.432 -1.615
H 1.936 0.809 -1.527
H 1.255 1.768 -0.186
H -1.164 0.754 0.657
H -0.812 -2.104 1.032
*
```

Mulliken atomic charges, in units of e: atom 1 (C): -1.05, atom 2 (C): 0.73, atom 3 (O): -0.55, atom 4 (N): -0.16, atom 5 (C): 0.05, atom 6 (O): -0.55, atom 7 (H): 0.31, atom 8 (H): 0.30, atom 9 (H): 0.31, atom 10 (H): 0.25, atom 11 (H): 0.36


[4]
The following is a DFT calculation (ωB97M-V/def2-TZVPD) of a 2-piece molecular cluster, C2H7ClN2O overall in a non-equilibrium geometry.

Results
HOMO	-8.851	eV
energy relative to the best compared isomer or geometry (same formula, charge and spin)	330.5	kJ/mol
F_max	3.4	eV Å⁻¹

The geometry in ORCA input format:
```
! RIJCOSX wB97M-V def2-TZVPD def2/J DEFGRID3
* xyz 0 1
C -1.616 0.642 -1.452
C 1.429 -0.366 1.876
N -1.166 -0.553 -0.801
N 0.636 -0.048 -0.241
O 1.212 -0.914 0.623
Cl 1.520 -0.166 -1.671
H -1.616 1.667 -0.917
H -0.991 0.850 -2.300
H -2.596 0.559 -1.998
H 2.498 -0.497 2.209
H 1.052 -1.146 2.665
H 1.129 0.746 1.891
H -1.490 -0.774 0.113
*
```

Mulliken atomic charges, in units of e: atom 1 (C): -0.60, atom 2 (C): -0.51, atom 3 (N): -0.35, atom 4 (N): -0.10, atom 5 (O): -0.17, atom 6 (Cl): -0.07, atom 7 (H): 0.25, atom 8 (H): 0.24, atom 9 (H): 0.33, atom 10 (H): 0.22, atom 11 (H): 0.20, atom 12 (H): 0.32, atom 13 (H): 0.25


Among the records above, which one has the lowest energy relative to the best compared isomer or geometry (same formula, charge and spin)? C3H5NO2